13
Properties=species:S:1:pos:R:3:forces:R:3 method="wB97M-V/def2-TZVPD" mol_weight_g_mol=85.1 smiles="C=C=O.C=CN" e_tot_ha=-286.4895 de_lowest_kj_mol=373.30 orbital_gap_ev="8.642 / 8.642" e_homo_ev="-8.69 / -8.69"
C -2.029 0.348 -0.176 0.399 0.309 1.047
C -0.903 0.773 -0.775 -2.576 1.464 -2.620
O -0.431 1.279 -1.744 0.453 -0.881 1.657
H -1.995 0.052 0.859 0.130 -0.449 -0.058
H -2.989 0.704 -0.512 0.129 0.361 -0.352
C 0.766 -0.481 1.439 -0.038 0.646 -0.255
C 0.649 -0.433 0.103 -1.309 -2.706 0.179
N 1.702 -0.376 -0.788 0.007 0.189 -0.211
H -0.076 -0.715 2.069 -0.151 0.067 -0.020
H 1.695 -0.241 1.937 0.158 -0.088 0.045
H -0.392 -0.935 -0.281 2.785 1.012 0.532
H 2.539 0.055 -0.423 -0.014 -0.002 -0.049
H 1.464 -0.031 -1.707 0.027 0.078 0.106

13
Properties=species:S:1:pos:R:3:forces:R:3 method="wB97M-V/def2-TZVPD" mol_weight_g_mol=85.1 smiles="NC(=O)C1CC1" e_tot_ha=-286.5899 de_lowest_kj_mol=109.58 orbital_gap_ev=10.786 e_homo_ev=-9.80
N 2.025 0.099 0.420 0.528 0.052 -0.151
C 1.003 0.131 -0.489 0.053 0.422 -0.010
O 1.068 0.859 -1.464 -0.386 -0.279 0.182
C -0.221 -0.540 0.006 0.275 -0.139 -0.081
C -1.530 -0.302 -0.636 -0.129 0.111 -0.018
C -1.155 0.426 0.668 -0.668 -0.037 -0.227
H 2.289 -0.767 0.864 -0.111 0.160 0.091
H 2.759 0.714 0.113 0.532 -0.225 0.119
H -0.128 -1.455 0.585 0.295 0.052 -0.237
H -1.497 0.351 -1.506 0.029 -0.123 0.193
H -2.184 -1.165 -0.776 -0.063 0.464 0.576
H -1.455 0.153 1.679 -0.436 -0.037 -0.454
H -0.974 1.496 0.535 0.081 -0.422 0.018

13
Properties=species:S:1:pos:R:3:forces:R:3 method="wB97M-V/def2-TZVPD" mol_weight_g_mol=85.1 smiles="C[C@@]1(C=O)CN1" e_tot_ha=-286.5636 de_lowest_kj_mol=178.71 orbital_gap_ev=10.754 e_homo_ev=-9.90
C -0.933 0.381 1.156 -0.010 0.019 -0.003
C 0.035 0.045 0.048 -0.022 -0.077 0.161
C 1.319 -0.611 0.451 0.260 -0.072 -0.272
O 2.180 -0.938 -0.335 -0.328 0.201 0.346
C -0.435 -0.282 -1.327 -0.139 -0.212 -0.147
N 0.154 1.012 -1.051 0.174 0.132 -0.080
H -0.429 0.908 1.974 -0.074 -0.060 -0.116
H -1.720 1.033 0.768 0.105 -0.112 0.050
H -1.398 -0.526 1.563 0.088 0.140 -0.043
H 1.464 -0.754 1.541 -0.036 -0.077 -0.091
H 0.149 -1.007 -1.889 -0.073 0.115 0.106
H -1.506 -0.278 -1.521 0.167 0.026 0.074
H 1.120 1.016 -1.378 -0.110 -0.023 0.014

13
Properties=species:S:1:pos:R:3:forces:R:3 method="wB97M-V/def2-TZVPD" mol_weight_g_mol=85.1 smiles="CC(C)=O.C#N" e_tot_ha=-286.5850 de_lowest_kj_mol=122.50 orbital_gap_ev=11.136 e_homo_ev=-10.41
C 1.921 0.750 0.055 -0.040 0.088 -0.009
C 0.488 0.363 -0.226 -0.043 0.129 -0.041
C 0.156 -1.110 -0.128 -0.119 0.012 0.003
O -0.348 1.204 -0.501 0.325 -0.320 0.092
H 2.075 1.807 -0.170 -0.029 -0.148 0.031
H 2.132 0.573 1.116 -0.012 0.001 -0.123
H 2.620 0.136 -0.522 -0.122 0.045 0.072
H 0.754 -1.670 -0.855 -0.040 0.080 0.084
H -0.904 -1.292 -0.317 0.186 0.044 0.033
H 0.419 -1.490 0.866 -0.011 0.082 -0.155
C -3.100 0.272 0.214 -0.697 -0.520 0.356
N -3.942 -0.393 0.638 0.723 0.602 -0.386
H -2.269 0.851 -0.170 -0.123 -0.095 0.043

13
Properties=species:S:1:pos:R:3:forces:R:3 method="wB97M-V/def2-TZVPD" mol_weight_g_mol=85.1 smiles="C=CC#N.[H][H].C=O" e_tot_ha=-286.5020 de_lowest_kj_mol=340.34 orbital_gap_ev=10.692 e_homo_ev=-10.37
C -0.592 -1.421 -0.522 -0.150 0.057 -0.024
C -1.665 -0.631 -0.562 0.145 -0.187 0.032
C -1.529 0.786 -0.771 0.154 0.975 -0.121
N -1.386 1.929 -0.900 -0.156 -1.129 0.073
H -0.676 -2.477 -0.293 -0.111 0.088 -0.120
H 0.405 -1.035 -0.687 -0.195 -0.134 0.053
H -2.671 -1.009 -0.411 0.122 0.084 0.033
H 0.830 0.052 2.240 -0.169 -0.066 0.076
H 0.121 -0.068 2.434 -0.021 0.067 0.109
C 1.791 0.983 -0.130 0.179 -0.247 0.163
O 2.111 -0.016 0.468 0.086 0.537 -0.372
H 2.191 1.191 -1.140 -0.034 0.057 0.049
H 1.070 1.717 0.275 0.148 -0.101 0.050

13
Properties=species:S:1:pos:R:3:forces:R:3 method="wB97M-V/def2-TZVPD" mol_weight_g_mol=85.1 smiles=C1OC[C@H]2N[C@@H]12 e_tot_ha=-286.5509 de_lowest_kj_mol=212.01 orbital_gap_ev=10.408 e_homo_ev=-9.40
C -0.686 1.178 0.090 0.115 0.090 -0.910
O -1.365 -0.012 -0.343 -0.127 0.686 0.046
C -0.698 -1.165 0.102 0.562 -0.490 -0.293
C 0.731 -0.750 0.365 -0.259 0.372 0.803
N 1.314 0.005 -0.728 0.921 -0.015 -0.022
C 0.733 0.745 0.412 -0.534 -0.647 -0.968
H -0.803 1.903 -0.756 0.398 -0.519 0.693
H -1.148 1.609 0.966 -0.293 0.082 0.453
H -1.133 -1.555 1.029 -0.079 -0.119 -0.077
H -0.759 -1.905 -0.718 -0.092 0.155 0.487
H 1.351 -1.302 1.073 -0.131 -0.004 -0.351
H 2.337 -0.028 -0.627 -0.556 0.132 -0.170
H 1.388 1.290 1.059 0.075 0.277 0.310

13
Properties=species:S:1:pos:R:3:forces:R:3 method="wB97M-V/def2-TZVPD" mol_weight_g_mol=85.1 e_tot_ha=-286.4860 de_lowest_kj_mol=382.45 orbital_gap_ev=9.437 e_homo_ev=-8.70
C -0.441 1.634 0.769 -0.024 0.018 0.039
C 0.295 0.820 -0.287 0.151 0.082 0.016
C 0.957 -2.267 0.392 -0.026 0.070 -0.156
C -0.031 -1.598 -0.343 -0.019 0.073 0.014
O -0.600 -2.707 -0.525 0.025 0.112 -0.009
N -0.435 -0.378 -0.678 -0.041 -0.250 0.035
H -1.385 2.032 0.380 0.127 -0.078 0.050
H -0.661 1.015 1.645 0.040 0.091 -0.118
H 0.175 2.481 1.089 -0.098 -0.111 -0.057
H 0.494 1.426 -1.178 -0.028 -0.088 0.125
H 1.732 -2.644 -0.289 -0.103 0.062 0.066
H 1.262 0.484 0.098 -0.130 0.046 -0.053
H -1.363 -0.296 -1.073 0.126 -0.027 0.047

13
Properties=species:S:1:pos:R:3:forces:R:3 method="wB97M-V/def2-TZVPD" mol_weight_g_mol=85.1 e_tot_ha=-286.5232 de_lowest_kj_mol=284.66 orbital_gap_ev=11.424 e_homo_ev=-10.82
C -1.027 -0.891 -0.267 -0.039 -0.060 0.052
C -0.252 0.406 -0.418 0.219 -0.275 -0.008
O -1.041 1.538 -0.093 -0.126 -0.030 0.216
C 0.995 0.460 0.487 -0.378 0.333 0.507
C 2.357 -0.786 -0.576 0.542 -0.853 0.342
N 1.873 -0.814 0.514 -0.039 0.744 -1.566
H -1.943 -0.857 -0.864 0.139 0.013 0.062
H -0.427 -1.748 -0.584 -0.101 0.113 0.037
H -1.299 -1.044 0.786 0.012 -0.008 -0.114
H 0.026 0.551 -1.471 0.123 -0.086 0.275
H -1.537 1.329 0.711 0.049 0.117 -0.137
H 0.698 0.498 1.525 -0.338 0.376 0.205
H 1.577 1.359 0.250 -0.063 -0.384 0.131